(1)
A molecular structure, C52H40I2N5O7P2S2SeW in a non-equilibrium geometry, computed with the ωB97M-V functional and the def2-TZVPD basis.

Output
- Energy above the lowest of the compared OMol25 structures with the same formula, charge and spin: 3.164 eV
- Frontier orbital gap (alpha / beta): 0.1787 / 0.2354 Ha
- E_tot: -199970.6878 eV
- Charge: +1
- Highest occupied orbital energy (alpha / beta): -8.86 / -10.55 eV
- Spin multiplicity: 3

Element x y z (Å)
W 0.14347 1.15122 0.36657
I -3.84513 4.24532 0.86697
C -2.59483 3.41482 2.30387
C -2.63083 3.85172 3.62267
C -1.87173 3.23472 4.59737
I -2.08843 3.90042 6.57847
C -0.99403 2.16822 4.31507
C -0.20173 1.45232 5.23477
C 0.57067 0.40122 4.74327
C 0.61847 0.09052 3.40937
N -0.10233 0.77502 2.42977
C -0.92503 1.79212 2.95287
C -1.73143 2.37612 1.97157
O -1.57143 1.79442 0.76537
H -3.26873 4.68132 3.88477
H -0.20753 1.69582 6.28297
H 1.14607 -0.20118 5.42427
H 1.22107 -0.72388 3.04697
O -1.01513 2.26552 -1.46923
S 0.12337 1.98932 -2.32173
O -0.15993 1.31872 -3.54993
O 0.94627 1.08132 -1.43303
C 0.94347 3.52652 -2.66113
C 1.47737 3.69652 -3.93053
C 2.03227 4.91822 -4.27893
C 2.06047 5.95562 -3.35593
C 1.51857 5.78152 -2.09153
C 0.94167 4.56972 -1.75143
S 0.30167 4.41162 -0.08853
O -1.11403 4.55572 -0.06553
O 1.04347 5.29752 0.74417
O 0.68017 2.96762 0.23277
H 1.41507 2.86372 -4.61353
H 2.44697 5.06322 -5.26393
H 2.51457 6.89682 -3.62013
H 1.53727 6.56532 -1.35073
C 0.40477 -2.85878 -0.96933
N -1.00253 -2.94478 -0.70213
C -1.78063 -2.05928 -1.53763
P -1.81833 -0.33748 -0.78353
C -3.03923 0.45952 -1.87943
C -3.99923 1.29892 -1.32033
C -4.95543 1.90162 -2.11463
C -4.94543 1.69422 -3.48483
C -3.95913 0.90332 -4.05353
C -3.00783 0.28302 -3.26063
C -2.84403 -0.85298 0.64867
C -2.16463 -1.21268 1.80987
C -2.86323 -1.60798 2.93717
C -4.24773 -1.67178 2.90447
C -4.92293 -1.40028 1.72597
C -4.22573 -1.00408 0.59787
C -1.55473 -4.25168 -0.53343
C -0.96543 -5.39088 -1.07163
C -1.52263 -6.63808 -0.84063
C -2.67803 -6.76728 -0.09003
C -3.28493 -5.63198 0.42247
C -2.72693 -4.38458 0.20627
P 1.34287 -1.40658 -0.17713
C 2.76767 -1.70928 -1.31113
C 3.90407 -2.42338 -0.94933
C 4.87187 -2.71698 -1.89733
C 4.70967 -2.31858 -3.21143
C 3.56817 -1.62188 -3.58033
C 2.59807 -1.32288 -2.64133
C 1.92687 -2.16458 1.38917
C 3.09717 -1.64338 1.95247
C 3.54147 -2.08338 3.18637
C 2.81457 -3.03908 3.88007
C 1.65127 -3.55508 3.33207
C 1.20137 -3.12628 2.09177
H 0.60827 -2.78138 -2.05133
H 0.90607 -3.74918 -0.58373
H -2.81643 -2.40848 -1.56683
H -1.39193 -2.02398 -2.56643
H -3.98253 1.48942 -0.25873
H -5.69313 2.54582 -1.65883
H -5.69433 2.16222 -4.10643
H -3.92473 0.77952 -5.12533
H -2.22933 -0.30018 -3.72773
H -1.07103 -1.22078 1.79287
H -2.32563 -1.87228 3.83407
H -4.79293 -1.96948 3.78507
H -5.99433 -1.50738 1.67797
H -4.75793 -0.82458 -0.32323
H -0.07833 -5.31848 -1.68253
H -1.05053 -7.51358 -1.25993
H -3.09993 -7.74388 0.09727
H -4.19333 -5.71348 1.00187
H -3.19413 -3.50618 0.62127
H 4.05567 -2.75938 0.06497
H 5.75607 -3.26098 -1.60063
H 5.46797 -2.54828 -3.94413
H 3.43607 -1.30628 -4.60453
H 1.71907 -0.75388 -2.92433
H 3.63627 -0.87088 1.42257
H 4.44417 -1.66808 3.60677
H 3.15647 -3.37878 4.84557
H 1.08207 -4.29228 3.87747
H 0.28357 -3.53238 1.68717
Se 2.10087 2.44482 2.49827
N 3.33847 3.41282 1.72727
C 3.66327 2.85642 0.55747
C 4.58797 3.36122 -0.36133
C 4.88577 2.59032 -1.47093
C 4.26727 1.36312 -1.64243
N 3.34577 0.87212 -0.80673
C 3.02937 1.60862 0.24257
N 2.09567 1.15742 1.14717
H 5.04597 4.31492 -0.16293
H 5.61817 2.92702 -2.18713
H 4.50927 0.71902 -2.47423

Force components x, y, z for each atom (eV/Å):
-0.1 -3.9 -2.0
-0.4 -0.1 0.5
0.3 -0.9 -1.3
0.4 -0.1 0.9
-0.5 0.6 0.5
0.0 0.0 -0.2
0.1 -0.1 -0.4
0.3 -0.7 -1.0
-0.7 0.7 1.3
-1.3 0.7 -2.8
0.6 0.3 4.4
0.2 -0.9 -0.2
-0.5 0.5 0.5
-1.6 1.2 1.5
-0.1 0.0 0.0
0.0 0.1 0.2
0.2 -0.1 0.1
0.1 0.1 0.0
-0.2 0.4 -0.2
-0.5 -0.2 -1.5
0.5 0.2 -0.3
1.3 0.2 -1.8
-0.1 -0.4 -0.2
-0.1 -0.1 0.1
0.0 0.0 0.2
0.0 -0.2 -0.1
-0.1 -0.1 0.1
0.1 0.0 0.6
-0.3 1.1 0.2
0.0 0.2 -0.4
0.4 0.0 -0.1
0.8 2.4 0.3
0.1 0.0 -0.2
0.0 0.0 -0.1
0.0 0.1 0.0
0.1 0.1 0.0
-0.1 0.3 0.0
0.0 -0.1 0.1
0.4 0.4 -0.1
-1.4 -1.5 0.3
0.2 0.2 0.1
0.2 0.0 0.0
0.0 0.0 0.0
0.0 0.0 0.0
-0.1 0.0 -0.1
0.0 0.0 0.2
0.3 0.1 0.0
0.2 -0.1 -0.3
0.1 0.0 0.0
0.1 -0.1 0.0
0.0 -0.1 0.0
0.1 0.1 0.0
-0.1 -0.1 0.1
0.1 0.1 0.0
0.0 -0.1 0.0
0.0 -0.1 0.0
0.0 0.0 0.0
0.0 0.0 0.0
0.1 -1.5 0.1
-0.1 0.1 0.0
-0.2 0.1 0.1
0.1 0.0 -0.1
0.1 0.0 0.0
-0.1 0.0 -0.1
0.0 0.0 0.1
0.0 0.4 -0.1
-0.1 0.0 -0.1
0.0 0.0 0.0
0.0 0.0 0.0
-0.1 -0.1 0.1
0.1 0.2 -0.2
0.1 -0.1 0.2
0.1 0.2 -0.1
0.1 0.3 0.0
0.0 -0.1 0.0
-0.1 0.0 0.0
-0.1 0.0 0.0
0.0 0.0 -0.1
0.0 -0.1 -0.1
0.0 -0.1 0.0
-0.5 -0.1 0.2
0.1 -0.1 0.2
-0.1 0.0 0.1
-0.2 0.0 0.0
-0.1 0.1 0.0
0.1 0.0 0.0
0.0 -0.1 0.0
0.0 0.0 0.0
0.0 0.0 0.0
-0.1 0.1 0.1
0.0 0.0 0.0
0.1 -0.1 0.0
0.1 0.0 -0.1
0.0 0.0 -0.1
0.0 0.0 -0.1
0.1 0.0 0.0
0.1 0.0 0.1
0.0 -0.1 0.1
-0.1 -0.1 0.0
-0.1 0.0 0.0
0.9 0.0 1.0
0.3 0.7 0.2
-0.3 -0.6 -0.1
0.0 -0.2 -0.2
0.1 0.5 0.2
-0.4 -0.4 0.2
0.6 0.5 0.2
1.3 0.0 -0.4
-1.0 0.2 0.2
0.2 0.1 0.0
0.1 0.0 -0.1
0.1 0.0 -0.2

(2)
4 unconnected molecules or ions with the total composition C52H40N2O10S2 in a non-equilibrium geometry, computed with the ωB97M-V functional and the def2-TZVPD basis.

Output
- Frontier orbital gap: 0.2932 Ha
- E_tot: -99697.7666 eV
- Highest occupied orbital energy: -9.07 eV

Element x y z (Å)
O 1.33746 0.78403 -4.14866
S 1.97592 2.05951 -4.49763
O 2.89179 1.86857 -5.86136
C 3.79425 0.74385 -5.80119
C 5.23824 1.09409 -5.32541
C 5.28054 1.70939 -3.87145
C 3.98931 1.41059 -3.00380
C 4.44661 1.59479 -1.49122
C 4.45812 0.25742 -0.67851
C 5.15164 -0.95494 -1.40834
C 4.06921 -2.01172 -1.78957
S 4.72122 -3.41000 -2.80692
C 3.75869 -3.45448 -4.30704
N 3.64538 -4.38078 -5.27134
N 2.78721 -3.83541 -6.16119
C 2.36741 -2.64092 -5.81558
O 2.97753 -2.40674 -4.60242
O 3.00892 2.44521 -3.24288
H 3.89112 0.35735 -6.84675
H 3.43357 -0.11290 -5.19614
H 5.78932 0.12146 -5.28454
H 5.73572 1.75893 -6.06115
H 5.46857 2.80296 -3.91968
H 6.12089 1.22391 -3.31905
H 3.61538 0.37517 -3.12913
H 5.40255 2.16042 -1.43908
H 3.68066 2.25455 -1.01064
H 5.05348 0.46156 0.24760
H 3.43345 0.00759 -0.31585
H 5.81551 -1.43815 -0.64970
H 5.77644 -0.59917 -2.25211
H 3.68583 -2.45377 -0.84454
H 3.19406 -1.54359 -2.30185
H 1.69330 -1.94107 -6.31724
C -6.93455 4.36065 -2.93275
C -6.12290 4.40631 -1.80270
C -4.94165 3.68188 -1.76579
C -4.57219 2.89861 -2.85476
C -5.39814 2.83407 -3.97830
C -6.57402 3.57627 -4.01771
C -5.04217 1.96384 -5.12956
O -5.75915 1.91022 -6.10933
C -3.79889 1.15511 -5.05499
C -3.47833 0.29161 -6.09628
C -2.31247 -0.45882 -6.04082
C -1.45679 -0.34241 -4.94906
C -1.77519 0.51420 -3.90538
C -2.94987 1.25659 -3.95076
C -3.29612 2.14110 -2.81127
O -2.55095 2.24010 -1.85474
H -7.85298 4.93450 -2.96361
H -6.41242 5.00997 -0.95094
H -4.30980 3.72370 -0.88671
H -7.21065 3.53902 -4.89285
H -4.13898 0.19971 -6.94945
H -2.06780 -1.13532 -6.85126
H -0.54362 -0.92280 -4.91037
H -1.10939 0.59816 -3.05636
C -1.73592 2.97078 1.36427
C -1.43141 4.12149 2.08654
C -1.89157 4.26938 3.38644
C -2.66873 3.27201 3.96651
C -2.99417 2.12856 3.23350
C -2.51581 1.97721 1.93576
C -3.86325 1.07657 3.82051
O -4.14425 0.07889 3.18541
C -4.39000 1.27053 5.19616
C -5.25116 0.32311 5.74066
C -5.73816 0.48746 7.02825
C -5.35977 1.59501 7.78184
C -4.50635 2.54460 7.24196
C -4.02651 2.39079 5.94513
C -3.14082 3.43295 5.36504
O -2.81326 4.40225 6.02158
H -1.36914 2.85175 0.35195
H -0.83228 4.90272 1.63415
H -1.64838 5.16351 3.94700
H -2.75485 1.08624 1.36848
H -5.54560 -0.54166 5.15909
H -6.41267 -0.24903 7.44826
H -5.73546 1.71853 8.79049
H -4.21778 3.40740 7.82928
C 5.37259 -3.83843 5.93006
C 5.62459 -3.20830 4.71481
C 4.60226 -3.04069 3.79383
C 3.32511 -3.51299 4.07855
C 3.07843 -4.16607 5.28716
C 4.10328 -4.31686 6.21581
C 1.73221 -4.71972 5.58630
O 1.51623 -5.28476 6.63993
C 0.65929 -4.57643 4.56965
C -0.59091 -5.13770 4.80826
C -1.60379 -4.99826 3.87164
C -1.37519 -4.28943 2.69577
C -0.12954 -3.73299 2.45060
C 0.89394 -3.88236 3.38123
C 2.23331 -3.31205 3.09183
O 2.43521 -2.69560 2.06269
H 6.17044 -3.96069 6.65266
H 6.62010 -2.84602 4.48797
H 4.80067 -2.54534 2.85149
H 3.91214 -4.81132 7.16000
H -0.77442 -5.68723 5.72315
H -2.57512 -5.44046 4.05746
H -2.16972 -4.17516 1.96836
H 0.04593 -3.18616 1.53260

Force components x, y, z for each atom (eV/Å):
1.3 0.4 -0.4
-1.6 1.0 0.3
0.3 -0.8 1.9
1.7 -1.0 -1.1
-0.5 0.0 0.5
-0.4 -1.0 -0.4
2.7 1.0 1.6
-1.4 -0.1 0.0
0.9 0.5 0.3
-0.5 -0.2 0.8
-0.5 0.5 -0.2
-0.2 -0.2 -0.6
-0.9 -0.4 -1.2
0.5 1.6 2.1
-1.5 0.8 -2.1
2.2 -3.1 1.2
-0.4 2.1 0.7
-0.4 -1.6 -1.8
-0.3 0.4 0.7
-0.3 0.8 -0.3
-0.4 0.7 -0.3
-0.3 -0.4 0.5
-0.3 -0.7 0.3
-0.5 0.6 -0.5
-0.2 0.8 -0.2
-0.5 -0.6 -0.1
0.6 -0.4 -0.4
-0.6 -0.1 -0.6
0.7 0.0 -0.5
-0.2 0.3 -0.8
-0.5 -0.4 0.4
0.2 0.2 -0.7
0.7 -0.4 0.3
0.4 -0.3 0.6
0.1 -0.1 0.0
0.0 0.0 -0.1
-0.1 0.1 0.1
-0.2 0.1 -0.1
0.0 0.1 0.2
-0.1 0.1 0.1
-0.3 0.0 -0.5
0.1 0.0 0.1
0.1 -0.1 0.1
0.1 -0.1 -0.1
0.0 0.1 0.1
-0.2 0.0 -0.1
0.1 -0.2 0.0
0.0 -0.1 -0.1
0.3 0.0 0.4
0.0 0.0 0.0
0.0 0.0 0.0
0.0 0.0 0.0
0.1 -0.1 -0.1
0.1 -0.1 0.0
-0.1 0.1 0.1
0.0 0.0 0.0
0.0 0.1 0.0
-0.1 0.1 0.0
0.1 0.0 0.0
-0.1 -0.1 0.1
0.1 0.1 -0.1
0.0 -0.1 -0.1
0.1 0.1 0.0
0.1 0.0 -0.1
-0.1 -0.4 -0.3
0.0 0.1 0.1
0.0 0.1 0.2
-0.1 -0.1 0.1
0.1 0.1 0.0
0.0 0.0 -0.1
-0.1 0.0 0.2
-0.1 -0.2 0.0
0.2 0.5 0.3
0.0 -0.1 0.0
-0.1 0.0 0.0
0.0 0.0 0.0
-0.1 -0.1 0.1
-0.1 0.0 0.1
0.1 0.1 -0.1
0.0 0.0 0.0
0.0 0.0 0.0
0.1 0.0 -0.2
-0.1 0.0 -0.1
-0.1 0.0 0.0
0.2 0.0 0.0
0.1 -0.1 0.1
0.1 0.1 -0.1
0.2 0.0 0.1
-0.1 -0.3 0.5
0.0 0.0 -0.1
-0.1 0.0 -0.2
-0.2 -0.1 0.0
0.1 0.1 0.0
0.1 0.0 0.0
-0.2 0.0 -0.1
-0.1 -0.1 0.1
0.1 0.3 -0.5
0.0 0.0 0.0
0.0 0.0 0.0
0.0 0.0 0.0
-0.2 0.0 0.0
-0.1 0.0 -0.1
0.2 0.1 0.0
0.0 0.0 0.0
0.0 0.0 0.0
0.1 0.0 0.1